[1]
ORCA calculation (ωB97M-V/def2-TZVPD) on a structure of composition C38H60IN4SiW.

Values from the calculation:
**2S+1**: 3
**Frontier orbital gap (alpha / beta)**: 7.524 / 7.630 eV
**Energy relative to the best compared isomer or geometry (same formula, charge and spin)**: 0.00 kcal per mole
**Total charge**: +1
**E_HOMO (alpha / beta)**: -10.54 / -10.90 eV

XYZ file:
```
105
Properties=species:S:1:pos:R:3:lowdin_spin:R:1
W -0.439 0.508 -0.090 1.700
C 1.888 -0.886 3.388 0.002
C 1.438 0.188 4.362 0.000
C 2.315 1.444 4.348 0.000
C -0.054 0.484 4.291 0.000
C -0.691 0.428 5.531 0.000
C -2.041 0.650 5.685 0.000
C -2.784 0.953 4.565 0.000
C -2.207 1.040 3.301 0.001
C -3.175 1.459 2.208 0.002
C -2.884 2.865 1.684 0.002
C -3.336 0.415 1.114 0.007
C -0.827 0.787 3.149 0.008
N -0.196 0.878 1.835 0.021
C 0.643 1.967 1.592 0.003
C 1.510 1.944 0.517 0.017
N 1.502 0.844 -0.325 0.029
C 2.527 0.634 -1.340 0.007
C 2.293 1.105 -2.651 0.001
C 3.204 0.807 -3.657 0.001
C 4.345 0.076 -3.398 -0.001
C 4.597 -0.321 -2.103 0.000
C 3.722 -0.051 -1.050 0.000
C 4.203 -0.555 0.302 0.000
C 4.248 0.509 1.395 0.001
C 3.505 -1.854 0.704 0.001
C 1.131 2.007 -3.009 0.001
C 1.492 3.472 -2.732 0.000
C 0.639 1.873 -4.451 0.000
H 2.951 -1.088 3.519 0.000
H 1.722 -0.591 2.357 0.002
H 1.343 -1.814 3.566 0.000
H 1.578 -0.239 5.357 0.000
H 2.350 1.928 3.374 0.000
H 3.339 1.178 4.614 0.000
H 1.956 2.172 5.077 0.000
H -0.092 0.191 6.401 0.000
H -2.506 0.590 6.659 0.000
H -3.845 1.143 4.664 0.000
H -4.148 1.509 2.698 0.000
H -1.857 2.958 1.332 0.001
H -3.020 3.598 2.479 0.000
H -3.554 3.129 0.862 0.000
H -2.550 0.533 0.360 0.012
H -4.264 0.551 0.555 0.000
H -3.297 -0.596 1.509 0.002
H 0.555 2.852 2.211 0.001
H 2.147 2.795 0.307 0.002
H 3.017 1.159 -4.662 0.000
H 5.041 -0.161 -4.191 0.000
H 5.507 -0.864 -1.883 0.000
H 5.248 -0.823 0.131 0.000
H 3.265 0.813 1.733 0.000
H 4.781 1.394 1.040 0.000
H 4.787 0.123 2.262 0.000
H 2.429 -1.723 0.803 0.001
H 3.894 -2.223 1.655 0.000
H 3.684 -2.619 -0.053 0.000
H 0.297 1.737 -2.370 0.002
H 2.342 3.765 -3.350 0.000
H 1.770 3.641 -1.692 0.000
H 0.658 4.134 -2.979 0.000
H 1.328 2.341 -5.155 0.000
H -0.319 2.388 -4.559 0.000
H 0.506 0.833 -4.746 0.000
C 0.914 -2.418 -1.768 0.005
Si -0.742 -1.940 -0.994 0.040
C -1.139 -3.248 0.355 -0.001
C -0.494 -2.788 1.667 0.007
C -0.521 -4.600 -0.031 -0.001
C -2.639 -3.461 0.582 0.000
C -1.984 -1.974 -2.472 0.010
C -2.132 -3.373 -3.085 0.001
C -3.386 -1.480 -2.081 0.005
C -1.383 -1.064 -3.552 0.005
H 0.792 -3.301 -2.399 0.000
H 1.646 -2.669 -1.002 0.000
H 1.345 -1.622 -2.378 0.000
H 0.575 -2.600 1.538 0.001
H -0.602 -3.561 2.436 0.000
H -0.949 -1.871 2.055 0.004
H 0.567 -4.551 -0.086 0.000
H -0.889 -4.966 -0.991 0.000
H -0.779 -5.346 0.727 0.000
H -3.178 -2.532 0.772 0.000
H -2.790 -4.111 1.451 0.000
H -3.111 -3.950 -0.271 0.000
H -2.570 -4.083 -2.382 0.000
H -1.176 -3.775 -3.421 0.000
H -2.791 -3.331 -3.959 0.001
H -3.984 -2.279 -1.645 0.000
H -3.938 -1.126 -2.962 0.000
H -3.371 -0.690 -1.322 0.004
H -0.456 -1.482 -3.948 0.000
H -1.133 -0.063 -3.184 0.003
H -2.075 -0.944 -4.394 0.000
I -2.407 5.892 -2.510 0.000
C -2.320 3.877 -2.123 0.002
C -3.121 2.876 -2.643 0.015
N -2.697 1.720 -2.123 0.012
N -1.657 1.904 -1.290 0.034
C -1.425 3.221 -1.285 0.019
H -3.944 2.915 -3.337 0.001
H -3.039 0.785 -2.306 0.002
H -0.625 3.632 -0.690 0.002
```

[2]
ORCA calculation (ωB97M-V/def2-TZVPD) on the molecule C6H10ClF at a distorted geometry.

Values from the calculation:
**SMILES**: C/C=C(/CF)[C@@H](C)Cl
**Frontier orbital gap**: 10.102 eV
**Energy relative to the best compared isomer or geometry (same formula, charge and spin)**: 102.89 kcal per mole
**E_HOMO**: -9.54 eV

XYZ file:
```
18
Properties=species:S:1:pos:R:3:nbo_charge:R:1
C 0.214 -0.585 2.280 -0.641
C -0.784 -0.371 1.199 -0.168
C -0.487 -0.123 -0.110 -0.065
C -1.631 -0.196 -1.052 0.004
F -1.002 -0.765 -2.154 -0.357
C 0.809 0.726 -0.435 -0.172
C 1.474 0.341 -1.626 -0.677
Cl 0.233 2.521 -0.434 -0.166
H 0.095 0.163 3.132 0.231
H -0.068 -1.770 2.715 0.225
H 1.427 -0.439 1.894 0.208
H -1.579 -1.016 1.547 0.206
H -2.067 0.855 -1.256 0.194
H -2.597 -0.726 -0.512 0.189
H 1.360 0.943 0.514 0.234
H 0.441 0.101 -2.380 0.271
H 2.158 1.021 -2.233 0.251
H 2.004 -0.681 -1.090 0.232
```

[3]
ORCA calculation (ωB97M-V/def2-TZVPD) on a cluster of 2 separate species, C4H8O2 in total.

Values from the calculation:
**Frontier orbital gap**: 9.201 eV
**Energy relative to the best compared isomer or geometry (same formula, charge and spin)**: 120.22 kcal per mole
**E_HOMO**: -8.78 eV

XYZ file:
```
14
Properties=species:S:1:pos:R:3:nbo_charge:R:1
C -1.669 -0.563 0.164 -0.182
O -0.183 0.703 0.314 -0.493
C 0.966 0.119 0.982 -0.079
C 1.547 -0.415 -0.326 -0.504
C 0.360 0.287 -1.053 0.412
O -0.597 -0.413 -1.582 -0.706
H -2.452 -0.012 -0.339 0.216
H -1.668 -0.414 1.244 0.173
H -1.596 -1.606 -0.116 0.211
H 0.647 -0.612 1.734 0.183
H 1.552 0.902 1.471 0.192
H 1.497 -1.499 -0.445 0.220
H 2.545 -0.050 -0.579 0.212
H 0.646 1.212 -1.585 0.146
```

[4]
ORCA calculation (ωB97M-V/def2-TZVPD) on a cluster of 2 separate species, C2H4O3P in total at a distorted geometry.

Values from the calculation:
**Frontier orbital gap**: 7.941 eV
**Energy relative to the best compared isomer or geometry (same formula, charge and spin)**: 45.47 kcal per mole
**Total charge**: -1
**E_HOMO**: -3.62 eV

XYZ file:
```
10
Properties=species:S:1:pos:R:3:nbo_charge:R:1
C 2.050 0.235 0.395 -0.653
C 0.815 -0.095 -0.008 0.213
O -2.006 1.071 0.768 -1.079
O -2.320 -1.433 0.153 -1.086
O 0.173 0.036 -1.112 -0.800
P -2.011 -0.053 -0.203 2.111
H 2.425 -0.050 1.257 0.172
H 2.764 0.684 -0.427 0.151
H 0.288 -0.678 0.664 0.101
H -2.177 0.284 -1.488 -0.130
```

[5]
ORCA calculation (ωB97M-V/def2-TZVPD) on a cluster of 2 separate species, C4H10NO2 in total.

Values from the calculation:
**Frontier orbital gap**: 7.796 eV
**Energy relative to the best compared isomer or geometry (same formula, charge and spin)**: 15.52 kcal per mole
**Total charge**: -1
**E_HOMO**: -3.97 eV

XYZ file:
```
17
Properties=species:S:1:pos:R:3:nbo_charge:R:1
N -1.627 -2.063 -0.186 -0.846
C 0.832 -2.406 -0.673 -0.632
C -0.621 -2.559 -1.127 -0.209
H -1.464 -1.068 0.005 0.386
H -1.530 -2.545 0.714 0.336
H 1.067 -1.342 -0.506 0.240
H 1.523 -2.803 -1.436 0.192
H 0.995 -2.955 0.269 0.185
H -0.766 -2.019 -2.082 0.185
H -0.838 -3.629 -1.309 0.160
O 1.054 2.212 -0.359 -0.797
O -0.930 2.032 0.742 -0.802
C 0.175 2.576 0.470 0.758
C 0.480 3.894 1.234 -0.735
H 0.079 4.740 0.651 0.196
H 0.004 3.897 2.230 0.191
H 1.566 4.039 1.363 0.192
```

[6]
ORCA calculation (ωB97M-V/def2-TZVPD) on a cluster of 2 separate species, CH6NS in total at a distorted geometry.

Values from the calculation:
**Frontier orbital gap**: 7.267 eV
**Energy relative to the best compared isomer or geometry (same formula, charge and spin)**: 3.62 kcal per mole
**Total charge**: -1
**E_HOMO**: -2.67 eV

XYZ file:
```
9
Properties=species:S:1:pos:R:3:nbo_charge:R:1
S -2.329 0.990 0.690 -1.049
H -2.349 -0.006 -0.227 0.070
C 1.045 0.228 0.097 -0.427
N 0.397 -0.938 -0.485 -0.856
H 1.807 -0.085 0.822 0.158
H 1.628 0.806 -0.631 0.161
H 0.351 0.914 0.602 0.230
H -0.324 -0.667 -1.140 0.354
H -0.226 -1.240 0.273 0.360
```

The following E values (in Ha) correspond, in order, to the records above: -2357.0253, -794.4982, -307.5208, -645.7320, -363.6997, -494.6588.